{
  "formula": "C55H49CdN5P4S2Se2",
  "method": "ωB97M-V with the def2-TZVPD basis set",
  "elements": ["Cd", "Se", "P", "C", "C", "C", "C", "C", "C", "C", "C", "C", "C", "C", "C", "C", "C", "N", "N", "N", "P", "Se", "C", "C", "C", "C", "C", "C", "C", "C", "C", "C", "C", "C", "H", "H", "H", "H", "H", "H", "H", "H", "H", "H", "H", "H", "H", "H", "H", "H", "H", "H", "H", "H", "C", "S", "C", "C", "C", "N", "P", "C", "C", "C", "C", "C", "C", "C", "C", "C", "C", "C", "C", "P", "C", "C", "C", "C", "C", "C", "C", "C", "C", "C", "C", "C", "H", "H", "H", "H", "H", "H", "H", "H", "H", "H", "H", "H", "H", "H", "H", "H", "H", "H", "H", "H", "H", "H", "H", "H", "H", "H", "H", "H", "H", "S", "C", "N"],
  "positions_angstrom": [[-0.2871, 1.4039, -1.6081], [-3.5664, 2.3718, 4.4129], [-2.2130, 0.7880, 4.1608], [-2.8645, -0.8031, 4.7449], [-2.7389, -1.9862, 4.0298], [-3.2576, -3.1532, 4.5620], [-3.8861, -3.1406, 5.7979], [-4.0206, -1.9537, 6.5043], [-3.5190, -0.7814, 5.9735], [-0.6800, 1.1020, 5.0853], [-0.2112, 0.2839, 6.1029], [0.9464, 0.6398, 6.7754], [1.6267, 1.7988, 6.4416], [1.1516, 2.6154, 5.4267], [-0.0025, 2.2692, 4.7514], [-1.5915, 0.5735, 2.4952], [-1.8202, 1.2511, 1.2896], [-0.9337, 0.7460, 0.4240], [-0.2166, -0.1633, 1.0388], [-0.5848, -0.2902, 2.2761], [-2.8936, 2.5726, 0.7236], [-2.7967, 2.7145, -1.4162], [-4.5815, 2.0252, 1.1217], [-4.8683, 0.7726, 0.5796], [-6.1409, 0.2460, 0.6725], [-7.1369, 0.9639, 1.3139], [-6.8556, 2.2092, 1.8451], [-5.5847, 2.7479, 1.7490], [-2.1628, 4.0163, 1.5734], [-2.8777, 4.9885, 2.2566], [-2.2072, 6.0052, 2.9138], [-0.8248, 6.0709, 2.8809], [-0.1103, 5.1322, 2.1539], [-0.7713, 4.1048, 1.5041], [-2.2314, -1.9904, 3.0755], [-3.1701, -4.0794, 4.0117], [-4.2852, -4.0554, 6.2125], [-4.5170, -1.9384, 7.4646], [-3.6362, 0.1608, 6.4925], [-0.7503, -0.6150, 6.3658], [1.3176, -0.0009, 7.5634], [2.5219, 2.0748, 6.9820], [1.6752, 3.5221, 5.1601], [-0.4041, 2.9108, 3.9752], [-4.0874, 0.2290, 0.0609], [-6.3585, -0.7168, 0.2330], [-8.1342, 0.5570, 1.3859], [-7.6313, 2.7757, 2.3369], [-5.3928, 3.7133, 2.1863], [-3.9525, 4.9514, 2.2994], [-2.7725, 6.7418, 3.4618], [-0.3061, 6.8577, 3.4080], [0.9672, 5.1931, 2.0956], [-0.1966, 3.3728, 0.9417], [1.7223, -5.4573, -4.7448], [3.1900, -4.4621, -5.1383], [3.9171, -4.2313, -3.4737], [3.7049, -2.8226, -2.9422], [2.2254, -2.4848, -2.7773], [2.0842, -1.0917, -2.3877], [1.3205, -0.6330, -0.8681], [1.9218, -2.0099, 0.1671], [1.0207, -2.9661, 0.6136], [1.4686, -4.0613, 1.3298], [2.8201, -4.2005, 1.6019], [3.7198, -3.2410, 1.1655], [3.2758, -2.1431, 0.4511], [2.4820, 0.6861, -0.3464], [3.3206, 1.3253, -1.2550], [4.0450, 2.4431, -0.8835], [3.9325, 2.9533, 0.3987], [3.1362, 2.2959, 1.3238], [2.4289, 1.1616, 0.9641], [1.4653, 0.0481, -3.5184], [2.5916, -0.1620, -4.9515], [2.4526, -1.1628, -5.9079], [3.3423, -1.2425, -6.9645], [4.3691, -0.3195, -7.0852], [4.5014, 0.6937, -6.1491], [3.6161, 0.7729, -5.0897], [-0.0910, -0.6980, -4.1315], [-0.6267, -0.2054, -5.3201], [-1.9088, -0.5513, -5.7005], [-2.6717, -1.3872, -4.8998], [-2.1441, -1.8886, -3.7202], [-0.8599, -1.5474, -3.3327], [1.2629, -5.7231, -5.6894], [1.0139, -4.8944, -4.1442], [2.0329, -6.3585, -4.2266], [4.9844, -4.4343, -3.5800], [3.4738, -4.9781, -2.8164], [4.1492, -2.1076, -3.6374], [4.2041, -2.7179, -1.9756], [1.7863, -3.1454, -2.0185], [1.7104, -2.6554, -3.7286], [-0.0327, -2.8407, 0.4039], [0.7677, -4.8091, 1.6742], [3.1749, -5.0513, 2.1651], [4.7737, -3.3443, 1.3806], [3.9686, -1.3830, 0.1132], [3.4308, 0.9223, -2.2549], [4.7001, 2.9169, -1.6008], [4.4746, 3.8467, 0.6737], [3.0680, 2.6599, 2.3397], [1.8562, 0.6199, 1.7051], [1.6470, -1.8792, -5.8411], [3.2249, -2.0290, -7.6956], [5.0548, -0.3783, -7.9177], [5.2860, 1.4315, -6.2486], [3.7017, 1.5814, -4.3740], [-0.0395, 0.4675, -5.9324], [-2.3236, -0.1515, -6.6150], [-3.6806, -1.6389, -5.1886], [-2.7399, -2.5453, -3.0997], [-0.4489, -1.9596, -2.4126], [-0.6409, 3.3542, -5.3868], [-0.1151, 3.0911, -3.9274], [0.3276, 2.9167, -2.8412]],
  "lumo_energy_ev": 0.26,
  "orbital_gap_ev": 8.0,
  "homo_energy_ev": -7.75,
  "charge": 0,
  "e_above_lowest_kj_mol": 96.8
}